A structure of composition C8H8Br4NO8P2PtSbSe4 at a distorted geometry. Source: the Open Molecules 2025 dataset; level of theory: ωB97M-V/def2-TZVPD.

Element x y z (Å)
1 Pt 0.371 0.946 -0.933
2 Br 1.486 -6.251 -1.872
3 C 1.638 -4.369 -1.733
4 C 2.753 -3.792 -1.134
5 Br 4.142 -4.890 -0.462
6 C 2.857 -2.415 -1.024
7 Br 4.326 -1.585 -0.180
8 C 1.834 -1.549 -1.469
9 O 1.964 -0.279 -1.301
10 C 0.727 -2.166 -2.118
11 O -1.484 -1.487 -2.081
12 C 0.644 -3.537 -2.244
13 Br -0.802 -4.265 -3.217
14 N -2.583 -0.156 0.740
15 C -1.568 0.532 1.547
16 C -1.797 0.496 3.048
17 P -1.375 2.213 0.865
18 O -2.713 2.962 1.297
19 O -0.153 2.955 1.355
20 O -1.359 2.057 -0.662
21 P -0.005 -0.283 0.945
22 O 1.078 0.229 2.060
23 O -0.084 -1.773 1.055
24 O -0.186 -1.318 -2.686
25 H -3.438 0.386 0.676
26 H -2.784 -1.058 1.157
27 H -1.464 -0.782 -1.403
28 H -2.780 0.906 3.293
29 H -1.036 1.078 3.567
30 H -1.740 -0.537 3.402
31 H -2.666 3.865 0.901
32 H 1.513 -0.567 2.389
33 Se -1.559 5.638 -0.317
34 Sb 0.534 4.399 -0.535
35 Se 2.115 6.363 -1.308
36 Se 2.450 5.224 0.764
37 Se 1.144 2.807 -2.382

Force components x, y, z for each atom (eV/Å):
0.02 -1.01 0.27
-0.01 0.00 -0.02
-0.01 -0.14 0.00
0.05 0.03 0.01
0.00 -0.02 0.01
0.03 -0.01 0.06
-0.02 0.02 0.00
-0.20 -0.27 -0.02
0.12 0.43 -0.04
0.15 0.35 0.20
0.01 -0.08 -0.05
0.01 -0.15 -0.13
-0.03 0.07 0.01
-0.19 0.04 0.04
0.13 0.16 0.00
0.10 0.03 0.06
-0.02 0.20 0.03
-0.14 -0.19 -0.07
0.03 0.18 -0.02
0.15 -0.19 0.09
-0.11 0.23 -0.15
0.05 0.00 0.00
-0.09 -0.07 -0.05
-0.12 -0.25 -0.28
0.00 -0.04 0.04
0.06 -0.02 -0.10
0.01 0.07 0.15
-0.02 0.00 0.00
0.02 -0.01 0.02
-0.02 0.00 0.01
0.02 0.10 0.02
0.04 -0.02 0.00
0.07 -0.09 0.02
-0.58 -0.05 -0.48
0.18 0.22 -0.17
0.31 -0.06 0.43
0.01 0.53 0.13

The total charge is -2. For the HOMO-LUMO gap, the calculation gives 6.172 eV. The calculation puts the energy at -596219.963 eV.

Mulliken population analysis, charges in e, atoms 1 to 2: Pt 1.15; Br -0.20

=====

A cluster of 2 separate species, C5H13N2 in total at a distorted geometry. Source: the Open Molecules 2025 dataset; level of theory: ωB97M-V/def2-TZVPD.

Element x y z (Å)
1 C 2.154 0.907 0.087
2 C 1.734 0.341 1.213
3 C -1.352 1.757 0.274
4 C -0.866 -1.876 0.244
5 C -0.501 -0.276 -1.534
6 N -1.181 0.513 0.591
7 N -0.743 -0.530 -0.142
8 H 2.666 1.917 -0.086
9 H 2.204 0.471 -0.919
10 H 1.649 0.973 2.079
11 H -1.183 2.102 -0.679
12 H -1.670 2.455 1.152
13 H 1.533 -0.778 1.300
14 H -1.343 -2.561 -0.368
15 H 0.262 -2.378 0.224
16 H -1.250 -1.886 1.306
17 H 0.549 0.189 -1.830
18 H -0.463 -1.110 -2.206
19 H -1.375 0.344 -2.042
20 H -1.271 0.389 1.603

Force components x, y, z for each atom (eV/Å):
1.39 1.30 -1.55
0.26 -0.94 -0.56
-0.68 -0.06 3.41
3.99 -1.21 3.99
0.30 3.02 -2.70
-0.19 0.28 0.46
-0.17 1.56 -2.05
-1.35 -1.02 1.23
0.07 -0.82 0.78
0.26 -0.20 0.55
0.30 0.75 -2.01
0.70 -1.44 -1.94
0.00 1.78 -0.17
-1.85 -0.57 -1.46
-2.55 1.33 0.51
0.42 -0.49 -1.16
-2.31 -0.26 1.21
-0.34 -1.27 0.61
1.75 -0.82 1.22
0.00 -0.92 -0.37

The total charge is +1. For the HOMO-LUMO gap, the calculation gives 9.310 eV. The calculation puts the energy relative to the best compared isomer or geometry (same formula, charge and spin) at 134.7 kcal per mole. The calculation puts the energy at -8364.971 eV.

Mulliken population analysis, charges in e, atoms 1 to 2: C -0.47; C -0.52

=====

A cluster of 3 separate species, C32H62FN8O4P2 in total at a distorted geometry. Source: the Open Molecules 2025 dataset; level of theory: ωB97M-V/def2-TZVPD.

Element x y z (Å)
1 C 1.654 -4.287 -4.677
2 C 0.653 -3.219 -4.137
3 F -0.185 -3.868 -3.225
4 C 1.334 -2.129 -3.324
5 C 0.916 -1.961 -2.009
6 C 1.493 -0.991 -1.223
7 C 0.940 -0.857 0.193
8 C -0.522 -0.338 0.096
9 O -0.731 0.842 0.869
10 N 2.475 -0.214 -1.718
11 C 3.142 0.841 -0.922
12 C 4.589 0.385 -0.558
13 C 4.817 0.095 0.949
14 C 6.316 -0.091 1.148
15 C 7.092 0.919 1.696
16 C 8.456 0.734 1.862
17 C 9.091 -0.438 1.499
18 C 8.305 -1.434 0.918
19 C 6.945 -1.267 0.750
20 C 2.895 -0.366 -3.000
21 O 3.867 0.457 -3.478
22 C 2.337 -1.301 -3.845
23 C 2.858 -1.340 -5.276
24 C 2.352 -0.051 -5.980
25 N 1.231 0.398 -5.588
26 H 2.667 -3.916 -4.472
27 H 1.544 -4.312 -5.769
28 H 1.518 -5.260 -4.202
29 H -0.001 -2.819 -4.923
30 H 0.127 -2.573 -1.572
31 H 0.881 -1.888 0.576
32 H 1.575 -0.269 0.857
33 H -1.250 -1.130 0.339
34 H -0.724 -0.077 -0.960
35 H -1.500 1.262 0.464
36 H 3.245 1.728 -1.559
37 H 2.568 1.159 -0.052
38 H 5.298 1.139 -0.932
39 H 4.853 -0.540 -1.102
40 H 4.441 0.942 1.539
41 H 4.266 -0.822 1.212
42 H 6.612 1.855 1.983
43 H 9.043 1.544 2.299
44 H 10.155 -0.597 1.652
45 H 8.818 -2.346 0.609
46 H 6.384 -2.087 0.293
47 H 4.733 0.074 -3.263
48 H 2.586 -2.241 -5.827
49 H 3.950 -1.223 -5.214
50 H 2.956 0.458 -6.744
51 H 0.999 1.249 -6.105
52 O -1.289 7.561 1.189
53 P -2.296 6.576 1.741
54 N -2.302 5.479 0.429
55 C -3.431 4.786 -0.145
56 C -1.045 4.960 -0.064
57 N -3.674 7.632 1.627
58 C -4.291 7.868 0.332
59 C -3.466 8.909 2.308
60 N -3.248 5.475 2.723
61 C -2.466 4.359 3.282
62 C -4.119 5.998 3.786
63 H -3.250 3.703 -0.204
64 H -3.620 5.150 -1.161
65 H -4.346 4.912 0.429
66 H -0.833 3.965 0.359
67 H -0.209 5.608 0.196
68 H -1.053 4.875 -1.156
69 H -3.561 8.149 -0.437
70 H -5.034 8.665 0.403
71 H -4.844 6.992 -0.008
72 H -2.844 9.594 1.724
73 H -2.976 8.755 3.274
74 H -4.426 9.390 2.511
75 H -3.120 3.501 3.453
76 H -1.981 4.627 4.225
77 H -1.684 4.031 2.594
78 H -4.974 6.522 3.369
79 H -3.584 6.667 4.464
80 H -4.528 5.175 4.376
81 O -0.825 -3.724 0.685
82 P -1.899 -4.716 1.125
83 N -2.712 -4.862 -0.363
84 C -4.136 -4.945 -0.604
85 C -1.939 -5.174 -1.549
86 N -2.755 -3.603 2.156
87 C -3.616 -2.597 1.562
88 C -1.894 -2.979 3.156
89 N -2.823 -6.035 1.819
90 C -2.370 -7.367 1.378
91 C -3.059 -6.093 3.270
92 H -4.387 -5.813 -1.226
93 H -4.481 -4.046 -1.127
94 H -4.718 -5.043 0.309
95 H -1.977 -6.246 -1.791
96 H -0.895 -4.908 -1.422
97 H -2.311 -4.614 -2.410
98 H -3.114 -2.031 0.763
99 H -3.952 -1.887 2.319
100 H -4.526 -3.040 1.161
101 H -1.281 -2.174 2.733
102 H -1.216 -3.717 3.597
103 H -2.494 -2.571 3.973
104 H -3.203 -8.071 1.425
105 H -1.550 -7.746 1.993
106 H -2.024 -7.351 0.343
107 H -3.748 -5.315 3.586
108 H -2.132 -6.005 3.841
109 H -3.532 -7.040 3.537

Force components x, y, z for each atom (eV/Å):
0.09 1.38 -0.32
0.43 -0.88 0.59
-0.13 0.00 -0.66
-0.40 0.10 -0.19
0.15 -0.07 -0.49
-0.33 -0.11 1.21
-0.15 -0.42 -0.42
-0.28 0.35 -0.73
0.10 -0.33 -0.16
-0.13 0.66 0.10
1.28 0.37 -0.28
-0.22 -0.03 0.17
0.45 0.12 -0.84
-0.51 -0.13 0.28
-0.26 0.03 -0.10
0.64 0.80 0.46
-0.57 -0.26 -0.25
0.93 -0.21 0.08
-0.14 -0.40 -0.25
-0.03 -0.40 -0.45
-0.08 -0.15 0.53
-0.10 -0.59 -0.24
0.34 1.53 0.23
-0.71 -0.51 0.59
0.43 0.24 -0.53
-0.13 -0.47 -0.01
0.06 -0.51 0.30
-0.19 0.23 -0.17
0.30 0.12 0.17
0.31 0.14 -0.11
0.16 0.32 0.05
-0.35 -0.01 -0.07
0.48 0.16 0.25
0.11 -0.17 0.25
0.10 0.17 0.34
-0.33 -0.34 0.04
-0.11 -0.46 -0.23
-0.18 -0.10 0.38
-0.22 0.24 0.11
0.11 -0.27 -0.01
0.12 0.32 0.11
0.22 -0.18 0.04
-0.16 -0.19 -0.08
-0.23 0.15 -0.04
-0.39 0.09 0.01
-0.03 0.26 0.19
-0.03 0.28 -0.03
0.09 0.23 0.07
-0.26 -0.53 -0.30
0.03 -0.44 0.13
-0.10 -0.08 0.11
1.88 -1.18 2.93
-4.23 1.11 -5.24
0.35 -0.22 0.27
-0.22 -0.30 0.32
0.28 0.27 -0.14
-0.79 0.17 0.45
0.17 -0.36 -0.31
0.23 -0.11 0.15
2.20 0.46 1.71
0.11 -0.31 -0.19
-0.37 0.22 0.12
0.04 0.01 0.01
0.04 -0.07 -0.03
0.10 0.13 0.12
-0.04 -0.08 -0.12
-0.14 0.12 0.06
-0.07 -0.02 0.01
-0.04 0.04 -0.05
0.13 0.08 0.20
0.12 -0.05 -0.06
0.05 0.02 0.05
0.03 0.04 -0.05
-0.04 -0.09 -0.07
-0.05 0.08 0.07
-0.07 -0.06 0.05
-0.06 0.11 -0.11
0.21 0.14 -0.17
-0.10 -0.04 0.10
0.30 -0.15 -0.07
2.07 -2.67 0.83
-5.06 4.32 -1.70
0.45 -0.33 0.07
-0.27 -0.46 0.21
0.16 0.21 -0.07
-0.36 0.09 0.75
-0.12 -0.17 -0.42
0.19 -0.24 -0.03
2.77 -0.82 0.57
-0.07 -0.21 -0.37
-0.24 0.16 0.38
0.06 0.01 0.00
0.03 -0.03 -0.06
0.17 0.03 0.11
-0.16 0.02 -0.06
-0.07 0.01 0.19
-0.06 -0.05 0.01
-0.10 0.04 0.00
0.21 -0.06 0.12
0.08 -0.01 -0.15
0.06 0.00 0.04
0.03 0.06 -0.03
-0.08 -0.01 -0.08
0.00 0.05 0.11
-0.08 -0.05 0.05
-0.06 0.16 -0.01
0.17 0.18 -0.16
-0.07 -0.09 0.10
0.19 -0.12 -0.26

The total charge is +1. For the HOMO-LUMO gap, the calculation gives 6.366 eV. The calculation puts the energy relative to the best compared isomer or geometry (same formula, charge and spin) at 0.0 kcal per mole. The calculation puts the energy at -75586.748 eV.

Mulliken population analysis, charges in e, atoms 1 to 2: C -1.27; C 0.01

=====

The molecule C4H6N2O at a distorted geometry. Source: the Open Molecules 2025 dataset; level of theory: ωB97M-V/def2-TZVPD.

Element x y z (Å)
1 N 1.802 0.201 1.401
2 C 0.753 0.166 0.510
3 N -0.453 0.456 0.878
4 C -1.288 -0.180 -0.128
5 O -2.599 0.237 -0.327
6 C -0.406 -0.458 -1.311
7 C 0.854 -0.342 -0.868
8 H 1.571 0.742 2.224
9 H 2.711 0.413 1.018
10 H -1.312 -1.081 0.504
11 H -2.659 1.192 -0.223
12 H -0.755 -0.765 -2.293
13 H 1.778 -0.582 -1.386

Force components x, y, z for each atom (eV/Å):
0.06 0.33 -0.11
-0.25 0.29 0.21
0.56 0.56 -0.13
0.13 -0.56 0.64
0.10 0.42 0.02
0.21 -0.13 0.13
-0.13 0.02 -0.15
0.14 -0.09 0.00
-0.02 -0.01 0.00
-0.82 -0.88 -0.94
0.13 0.03 -0.02
0.06 -0.06 0.29
-0.18 0.08 0.08

The total charge is 0. For the HOMO-LUMO gap, the calculation gives 9.648 eV. The calculation puts the energy relative to the best compared isomer or geometry (same formula, charge and spin) at 37.4 kcal per mole. The SMILES is NC1=N[C@@H](O)C=C1. The calculation puts the energy at -9271.881 eV.

Mulliken population analysis, charges in e, atoms 1 to 2: N -0.49; C 0.35